(1)
A gas-phase ion, C2H3IN (charge +1). Source: the Open Molecules 2025 dataset; level of theory: ωB97M-V/def2-TZVPD.

Cartesian coordinates (Å):
I -0.05 -1.11 -2.59
N 0.13 0.16 -0.01
C -0.56 0.70 1.04
C 0.75 -0.58 -0.79
H -0.74 1.77 1.10
H -1.13 0.04 1.65
H 1.60 -0.99 -0.40

As for the SMILES: C=[N+]=CI. For the relative energy (zero: lowest compared OMol25 entry of this formula, charge and spin), the calculation gives 65.22 kJ/mol. As for the net charge: +1. As for the total energy: -430.10306 Ha. Its HOMO energy is -0.55133 Eh.

(2)
A single C6H4O molecule. Source: the Open Molecules 2025 dataset; level of theory: ωB97M-V/def2-TZVPD.

Cartesian coordinates (Å):
O 1.79 1.79 1.05
C 1.44 0.74 0.60
C -2.37 -0.20 -0.70
C 0.08 0.49 0.13
C 1.77 -1.27 0.31
C -1.05 0.22 -0.24
C 2.73 -0.47 0.55
H -2.77 0.51 -1.43
H -3.08 -0.26 0.13
H 3.80 -0.37 0.77
H -2.32 -1.19 -1.18

For the relative energy (zero: lowest compared OMol25 entry of this formula, charge and spin), the calculation gives 476.89 kJ/mol. As for the total energy: -306.02990 Ha. Its HOMO energy is -0.35955 Eh.

(3)
10 unconnected molecules or ions with the total composition C2H25N2O9. Source: the Open Molecules 2025 dataset; level of theory: ωB97M-V/def2-TZVPD.

Cartesian coordinates (Å):
O 0.00 0.55 2.55
O 1.44 -0.92 0.56
O 3.45 -0.27 2.13
O -2.20 -0.89 0.76
O 1.46 -3.68 0.21
O -0.90 -0.14 -3.14
O -0.40 -2.12 2.46
O -1.17 -2.63 -1.15
O -2.40 1.13 -1.03
N 1.77 2.25 -1.91
N 0.01 2.59 -0.53
C -1.08 3.44 -0.05
C 0.71 2.93 -1.57
H 2.11 -0.89 1.28
H -0.93 3.57 1.02
H 0.34 1.83 0.05
H -3.07 -0.73 0.95
H -1.93 -0.09 0.22
H -1.67 -2.00 -0.59
H -0.95 4.35 -0.58
H 4.07 -1.01 2.34
H -0.21 -0.42 -2.54
H -3.31 1.33 -1.23
H -2.04 3.03 -0.34
H -1.12 -0.92 -3.69
H -1.82 -3.29 -1.32
H -0.72 -2.88 2.97
H 1.07 -3.67 -0.67
H 2.10 1.46 -1.32
H -1.21 -1.82 1.98
H -0.59 -0.03 3.07
H 0.71 -3.35 0.80
H -2.10 0.88 -1.91
H 0.19 3.50 -2.30
H -0.05 -0.08 1.79
H 1.49 -1.86 0.26
H 2.52 2.68 -2.42
H 3.05 -0.01 2.97

For the relative energy (zero: lowest compared OMol25 entry of this formula, charge and spin), the calculation gives 228.60 kJ/mol. As for the net charge: +1. As for the total energy: -877.64445 Ha. Its HOMO energy is -0.48020 Eh.

(4)
A single C3H5NO molecule. Source: the Open Molecules 2025 dataset; level of theory: ωB97M-V/def2-TZVPD.

Cartesian coordinates (Å):
O 2.64 -0.61 0.24
N 0.55 0.68 0.08
C -1.68 -0.08 0.19
C 2.11 0.41 -0.06
C -0.27 -0.24 -0.20
H -2.41 -0.40 -0.54
H 2.69 1.41 -0.38
H 0.14 -1.09 -0.66
H -1.81 0.85 0.51
H -1.96 -0.93 0.81

As for the SMILES: C/C=N/C=O. For the relative energy (zero: lowest compared OMol25 entry of this formula, charge and spin), the calculation gives 166.01 kJ/mol. As for the total energy: -247.24401 Ha. Its HOMO energy is -0.35324 Eh.

(5)
A molecular structure, C21H24N3S3SbSr. Source: the Open Molecules 2025 dataset; level of theory: ωB97M-V/def2-TZVPD.

Cartesian coordinates (Å):
Sb -3.83 -4.05 0.28
Sr -1.77 -1.59 0.98
S -4.75 -1.72 0.87
S -2.51 -3.18 -1.49
S -1.97 -4.23 1.96
N 0.98 -1.14 0.33
N -0.87 1.22 -0.15
N -0.93 -0.07 2.99
C -2.13 3.36 1.94
C 3.78 -3.32 1.25
C 4.28 -3.68 -0.01
C -3.16 4.29 -1.51
C 1.83 -1.97 -2.31
C -2.52 4.46 -0.31
C 2.45 0.80 1.01
C 1.26 0.18 0.26
C 1.80 -2.77 2.75
C 2.44 -2.53 -1.01
C 2.53 -2.74 1.40
C -1.56 0.87 2.78
C 1.98 -2.13 0.24
C -1.86 2.12 -0.32
C 3.62 -3.22 -1.14
C -3.37 3.00 -2.04
C -2.72 1.89 -1.51
C -2.09 3.30 0.43
C -2.92 0.53 -1.98
C 1.19 2.17 -1.28
C 0.42 1.18 -0.41
H 3.93 -3.46 -2.15
H -1.93 2.33 2.38
H 1.15 -1.91 2.93
H -3.15 3.63 2.25
H 3.20 0.84 0.28
H 1.71 -2.83 -2.98
H 2.76 0.14 1.85
H 0.52 2.64 -1.92
H 1.07 -3.56 2.76
H -3.63 5.20 -2.03
H -1.56 4.15 2.42
H 1.73 2.93 -0.69
H -3.75 0.07 -1.52
H 2.24 1.81 1.37
H 5.14 -4.30 -0.14
H -2.38 5.48 0.10
H 4.36 -3.51 2.15
H 2.63 -1.32 -2.74
H 1.96 1.69 -1.94
H 2.52 -2.98 3.52
H 0.86 -1.45 -2.19
H -3.03 0.46 -3.06
H -3.96 2.96 -2.95
H -1.99 -0.05 -1.68

Its expectation value of S² is 0.7605. As for the net charge: -1. As for the total energy: -2444.43838 Ha. Its HOMO energy (spin up / spin down) is -0.17140 / -0.16878 Eh. The spin multiplicity is 2.

(6)
10 unconnected molecules or ions with the total composition C31H60F3O29. Source: the Open Molecules 2025 dataset; level of theory: ωB97M-V/def2-TZVPD.

Cartesian coordinates (Å):
F -0.19 -0.03 -1.12
F 1.31 1.02 0.21
F 0.64 1.95 -1.46
O -5.24 -3.02 1.95
O 6.67 4.86 -1.23
O 3.04 -0.86 -9.15
O -7.20 5.93 7.58
O 0.95 -0.17 -9.81
O 9.18 -1.33 -1.95
O -8.64 -6.26 -6.48
O 1.10 -1.86 6.72
O 5.36 6.45 -2.10
O -7.13 -4.91 -5.80
O 0.64 3.54 8.93
O 8.37 -0.98 -4.15
O -1.83 2.84 -0.75
O 4.28 -7.55 -5.35
O 1.51 -3.32 8.34
O 2.52 4.70 8.58
O 0.64 5.86 9.13
O 3.30 -6.88 -7.27
O 2.20 -1.61 -11.02
O 3.20 -2.59 7.24
O 2.13 -6.95 -5.51
O -7.98 -6.48 -4.37
O -0.23 3.00 1.02
O -6.43 -2.06 3.52
O 7.20 -2.12 -2.79
O 6.97 5.32 -3.29
O -5.50 -4.04 3.92
O -8.48 6.77 5.89
O -8.78 4.61 6.49
C 4.39 -7.29 -8.11
C -6.80 -1.90 4.88
C 3.00 -0.22 -7.91
C 6.57 6.03 -4.52
C 1.26 4.76 8.99
C -1.12 3.89 1.79
C 2.02 -2.55 7.39
C 6.09 5.03 0.03
C 8.31 -1.43 -2.83
C -9.36 -7.53 -6.48
C -4.28 -3.88 1.43
C 0.12 -3.24 8.70
C 6.89 -2.87 -1.57
C -9.66 6.80 5.03
C 6.28 5.67 -2.21
C -0.68 3.37 9.39
C -7.80 -5.99 -5.50
C 3.29 -7.17 -5.99
C -0.19 4.73 2.68
C -6.33 7.01 7.24
C 2.03 -0.79 -9.99
C 0.16 1.16 -0.56
C 9.22 0.08 -4.54
C 3.26 5.87 8.28
C -5.71 -3.11 3.18
C -8.19 5.67 6.65
C 1.54 -1.00 5.66
C -0.96 2.07 0.13
C 1.10 -1.83 -11.85
C 2.01 -6.95 -4.14
C -6.37 -4.10 -5.01
H 7.44 6.47 -5.02
H -1.72 4.59 1.20
H 5.68 6.64 -4.42
H 5.43 4.17 0.08
H -10.23 -7.48 -7.14
H 10.23 -0.24 -4.77
H -9.76 -7.72 -5.49
H 6.83 4.83 0.81
H 2.48 -0.85 -7.19
H -3.40 -4.07 2.05
H -0.56 -3.14 7.86
H -8.65 -8.34 -6.62
H 4.39 -8.37 -8.25
H -1.00 2.33 9.45
H 5.68 6.03 0.20
H 2.65 0.81 -7.88
H -5.36 -4.50 -5.00
H 8.67 0.53 -5.37
H -6.02 7.04 6.19
H 5.39 -6.91 -7.90
H 9.22 0.79 -3.71
H 0.95 -7.07 -3.89
H 2.76 6.83 8.13
H -10.00 7.75 4.63
H 7.81 -3.33 -1.19
H -1.56 1.53 0.86
H 6.12 -3.58 -1.86
H 1.44 -2.62 -12.52
H -9.41 6.19 4.16
H -6.24 -3.20 -5.60
H -7.75 -1.47 5.17
H -0.79 3.82 10.38
H 0.75 -0.71 4.96
H -10.55 6.42 5.54
H -3.97 -3.70 0.40
H -1.33 3.85 8.65
H -6.85 -3.89 -4.05
H 0.04 -2.46 9.45
H 3.98 6.07 9.07
H 0.31 -2.30 -11.27
H 6.46 -2.16 -0.86
H -5.40 6.86 7.78
H -4.69 -4.89 1.40
H 6.16 5.26 -5.18
H -0.73 5.20 3.50
H -0.10 -4.24 9.08
H 0.59 4.10 3.12
H 0.78 -0.93 -12.37
H -6.69 -2.88 5.34
H -5.91 -1.44 5.32
H 0.27 5.58 2.17
H -1.77 3.39 2.51
H 4.04 -0.19 -7.58
H 4.20 -6.93 -9.12
H -6.79 7.94 7.57
H 2.32 -1.46 5.05
H 1.93 -0.09 6.12
H 2.52 -7.73 -3.58
H 2.29 -5.95 -3.82
H 3.76 5.73 7.32

For the relative energy (zero: lowest compared OMol25 entry of this formula, charge and spin), the calculation gives 603.81 kJ/mol. As for the net charge: -1. As for the total energy: -3698.60745 Ha. Its HOMO energy is -0.12711 Eh.

(7)
A single C3H7N5O molecule. Source: the Open Molecules 2025 dataset; level of theory: ωB97M-V/def2-TZVPD.

Cartesian coordinates (Å):
O -0.14 -1.62 2.21
N 0.25 2.47 -0.12
N 0.07 -1.98 -1.17
N 0.16 0.63 -2.10
N -0.14 0.33 -0.79
N -0.01 0.69 1.34
C -0.14 -0.92 -0.20
C 0.02 1.20 0.15
C -0.15 -0.68 1.13
H 0.02 3.07 0.57
H 1.12 -2.19 -1.03
H 0.90 -0.09 -2.53
H -0.25 -1.07 3.06
H -0.55 -2.80 -0.87
H -0.91 0.57 -2.54
H 0.11 2.91 -0.99

As for the SMILES: Nc1nc(O)c(N)n1N. For the relative energy (zero: lowest compared OMol25 entry of this formula, charge and spin), the calculation gives 233.95 kJ/mol. As for the total energy: -467.45958 Ha. Its HOMO energy is -0.26992 Eh.

(8)
A gas-phase ion, C5H6N3O (charge +1). Source: the Open Molecules 2025 dataset; level of theory: ωB97M-V/def2-TZVPD.

Cartesian coordinates (Å):
O -3.12 -0.79 -1.11
N -1.08 3.27 -0.20
N -0.85 0.77 0.10
N -2.66 -0.36 1.11
C 1.27 -0.25 0.57
C -0.96 2.14 0.00
C -3.42 -0.28 -0.08
C 0.18 -0.06 -0.50
C -1.61 0.20 0.90
H 2.15 -0.86 0.28
H 0.86 -0.72 1.42
H 1.74 0.67 1.05
H -4.30 0.19 0.24
H 0.77 0.37 -1.33
H -0.43 -0.99 -0.48

As for the SMILES: CC[N+](=C=NC=O)C#N. For the relative energy (zero: lowest compared OMol25 entry of this formula, charge and spin), the calculation gives 413.22 kJ/mol. As for the net charge: +1. As for the total energy: -433.18561 Ha. Its HOMO energy (spin up / spin down) is -0.59629 / -0.59630 Eh.

(9)
A gas-phase ion, C8H11NOP (charge +1). Source: the Open Molecules 2025 dataset; level of theory: ωB97M-V/def2-TZVPD.

Cartesian coordinates (Å):
P 0.47 1.42 -1.61
O -0.30 2.49 -0.70
N 2.56 -0.19 -1.08
C -2.57 -1.02 1.54
C -0.98 -0.35 -0.07
C -0.23 -0.16 1.05
C -1.75 -0.59 2.58
C 1.79 0.98 -0.51
C -0.46 -0.21 2.37
C -0.66 -0.04 -1.45
C -2.28 -0.88 0.18
H -3.02 -1.10 -0.58
H -1.53 0.36 -1.82
H -0.14 -0.93 -1.96
H 2.50 -0.79 -0.32
H 0.28 0.19 3.17
H 2.43 1.74 0.06
H -3.66 -1.27 1.96
H 2.27 -0.61 -1.96
H -2.25 -0.64 3.56
H 3.55 0.06 -1.13
H -0.76 3.09 -1.26

For the relative energy (zero: lowest compared OMol25 entry of this formula, charge and spin), the calculation gives 508.65 kJ/mol. As for the net charge: +1. As for the total energy: -782.37337 Ha. Its HOMO energy (spin up / spin down) is -0.43612 / -0.43987 Eh.

(10)
A molecular structure, C32H33Cl2F4N8O2V. Source: the Open Molecules 2025 dataset; level of theory: ωB97M-V/def2-TZVPD.

Cartesian coordinates (Å):
V 0.12 -0.54 0.57
Cl 4.64 -1.87 5.41
Cl 4.84 -4.39 3.45
F 2.15 0.36 0.31
F 4.45 1.69 0.06
F -0.14 4.08 -1.62
F 2.16 5.32 -1.87
O 0.12 0.05 4.85
O 0.78 -4.83 0.79
N 0.33 -1.16 -1.70
N 1.31 -0.46 -2.47
N -1.73 -2.61 -0.40
N -2.70 0.67 1.06
N 0.60 -0.32 2.63
N 0.62 -2.53 1.09
N 0.28 2.49 2.39
N -0.21 1.39 -0.37
C -1.19 -4.84 -1.08
C 3.38 3.56 -0.91
C -0.28 0.28 -4.24
C 1.54 -1.32 2.93
C -1.11 2.46 4.33
C 2.13 1.63 -0.20
C 2.64 -3.37 2.27
C 1.08 -1.81 -4.49
C -1.51 1.88 -0.77
C 2.20 0.43 -4.48
C -3.12 1.89 1.73
C 3.49 -2.11 4.12
C 2.48 -1.18 3.95
C 0.86 2.15 -0.58
C 3.58 -3.21 3.28
C -2.79 -2.67 -1.21
C -0.01 3.78 2.24
C -2.60 0.89 -0.38
C 0.14 0.40 3.67
C 1.05 -0.40 -3.91
C -3.62 -0.40 1.37
C -0.85 4.48 3.10
C 1.62 -2.45 2.09
C 0.27 -3.71 0.60
C -3.10 -3.76 -1.99
C -1.41 3.80 4.17
C 2.17 4.09 -1.31
C 0.97 3.43 -1.18
C -0.28 1.83 3.41
C -2.28 -4.87 -1.92
C 3.32 2.29 -0.35
C -0.93 -3.68 -0.33
H -0.32 1.28 -3.80
H -2.06 4.31 4.87
H 2.10 0.54 -5.57
H -1.74 2.86 -0.34
H -1.59 2.01 -1.86
H -2.38 -0.07 -0.84
H -2.36 2.66 1.65
H 1.04 -1.78 -5.58
H 2.20 1.43 -4.04
H 2.43 -0.34 4.62
H -4.65 -0.19 1.00
H -0.41 0.39 -5.32
H -3.27 1.68 2.79
H -3.57 1.24 -0.79
H -3.67 -0.53 2.45
H -3.97 -3.74 -2.63
H 0.23 -2.41 -4.14
H -1.14 -0.29 -3.88
H 2.70 -4.24 1.63
H 1.32 0.49 -2.11
H -2.49 -5.76 -2.52
H -1.48 1.87 5.16
H -0.51 -5.67 -0.95
H 0.46 4.28 1.40
H 3.15 -0.05 -4.26
H -0.60 -1.08 -2.12
H 2.00 -2.32 -4.19
H -1.05 5.53 2.93
H 4.31 4.09 -1.02
H -3.27 -1.34 0.94
H -4.07 2.28 1.32
H 0.58 -2.14 -1.69
H -3.43 -1.79 -1.22

Its expectation value of S² is 3.7573. For the relative energy (zero: lowest compared OMol25 entry of this formula, charge and spin), the calculation gives 133.29 kJ/mol. As for the net charge: -1. As for the total energy: -4091.71981 Ha. Its HOMO energy (spin up / spin down) is -0.13912 / -0.16356 Eh. The spin multiplicity is 4.

(11)
A molecular structure, C32H28CrN3O3. Source: the Open Molecules 2025 dataset; level of theory: ωB97M-V/def2-TZVPD.

Cartesian coordinates (Å):
Cr 3.03 0.22 2.17
O 0.73 -1.01 3.74
O 4.17 -2.44 3.18
O 3.78 0.63 5.11
N 2.03 0.90 -4.13
N -0.08 -0.38 -2.38
N 3.84 2.02 -3.45
C -3.26 3.71 1.74
C -2.91 -4.07 2.06
C -1.28 -2.40 -2.70
C 2.21 2.02 1.42
C -2.45 -1.28 1.55
C -1.75 -3.65 1.39
C -3.79 -3.09 2.54
C 1.18 -0.25 -4.52
C -1.49 -2.29 1.20
C -2.94 1.27 1.72
C -2.13 0.12 1.28
C 4.45 1.26 0.90
C 3.82 -1.47 2.65
C 3.93 0.16 0.21
C -0.88 0.42 0.76
C 1.68 1.01 0.59
C 3.56 0.65 3.96
C 3.60 2.18 1.52
C -4.01 1.21 2.63
C 1.55 -0.50 3.09
C -2.54 2.58 1.33
C -3.61 -1.76 2.19
C -0.19 -2.26 -3.78
C 0.72 -1.10 -3.32
C 1.65 2.23 -3.95
C 3.39 0.83 -3.85
C 2.79 2.90 -3.52
C -4.43 3.60 2.51
C 0.25 0.79 0.42
C 2.55 -0.01 0.13
C -1.28 -1.04 -1.99
C -4.78 2.32 2.97
H 0.66 2.60 -4.14
H -0.67 -2.00 -4.72
H -1.65 2.71 0.72
H -2.92 4.70 1.43
H -2.13 -0.40 -2.28
H 1.53 2.68 1.97
H 0.30 0.38 -1.84
H 3.94 -0.09 -3.98
H 5.54 1.36 1.00
H 1.63 -1.51 -2.84
H -5.01 4.48 2.81
H -0.53 -2.00 0.75
H 0.38 -3.18 -3.93
H -4.66 -3.36 3.13
H -4.43 -1.10 2.42
H -4.27 0.30 3.14
H 4.57 -0.60 -0.24
H 1.75 -0.90 -5.20
H 4.00 3.01 2.11
H -0.99 -3.20 -2.01
H 2.88 3.94 -3.25
H -3.09 -5.13 2.27
H -1.35 -1.16 -0.91
H -2.28 -2.63 -3.07
H -1.05 -4.40 1.02
H 0.28 0.15 -5.03
H 2.11 -0.90 -0.33
H -5.66 2.18 3.60

Its expectation value of S² is 3.8104. For the relative energy (zero: lowest compared OMol25 entry of this formula, charge and spin), the calculation gives 7.14 kJ/mol. As for the net charge: +2. As for the total energy: -2669.94566 Ha. Its HOMO energy (spin up / spin down) is -0.46022 / -0.51174 Eh. The spin multiplicity is 4.